Entry P
{
  "formula": "C4H5BrO",
  "method": "the ωB97M-V functional and the def2-TZVPD basis",
  "smiles": "O=C1CC[C@H]1Br",
  "e_lumo_ev": 0.8,
  "gap_ev": 9.81,
  "elements": ["O", "C", "C", "C", "C", "Br", "H", "H", "H", "H", "H"],
  "positions_angstrom": [[1.340, -1.837, 0.790], [0.651, -0.948, 0.436], [-0.796, -0.509, 0.579], [-0.591, 0.764, -0.286], [0.883, 0.361, -0.728], [2.177, 1.582, -0.251], [-1.458, -1.339, 0.193], [-1.196, -0.488, 1.561], [-1.337, 1.017, -1.024], [-0.638, 1.565, 0.398], [0.964, -0.168, -1.666]]
}

***

Entry Q
{
  "formula": "C4H5BrO",
  "method": "the ωB97M-V functional and the def2-TZVPD basis",
  "e_lumo_ev": -0.4,
  "gap_ev": 8.46,
  "elements": ["C", "C", "C", "C", "O", "Br", "H", "H", "H", "H", "H"],
  "positions_angstrom": [[0.420, -0.514, -0.096], [-1.789, 0.534, 1.665], [-1.104, -0.182, 0.514], [0.816, 0.345, -1.028], [1.962, 0.383, -1.769], [-0.669, 0.853, 3.074], [-1.605, 0.280, -0.316], [-1.459, -1.129, 0.857], [0.135, 1.261, -1.139], [0.922, -1.355, 0.244], [2.371, -0.477, -2.007]]
}

***

Which of them is the least stable? Correct choice: entry Q.

***

Entry P
{
  "formula": "C23H21CaCl2N3PSe2",
  "method": "the ωB97M-V functional and the def2-TZVPD basis",
  "e_lumo_ev": -2.6,
  "charge": 1,
  "gap_ev": 8.11,
  "elements": ["Ca", "Cl", "C", "Cl", "H", "H", "Se", "P", "Se", "C", "C", "C", "C", "C", "C", "C", "C", "C", "C", "C", "C", "H", "H", "H", "H", "H", "H", "H", "H", "H", "H", "N", "C", "C", "C", "C", "C", "N", "C", "C", "C", "C", "C", "N", "H", "H", "H", "H", "H", "H", "H", "H", "H"],
  "positions_angstrom": [[0.161, 0.700, 0.237], [0.030, -2.356, -0.468], [-0.338, -1.844, -2.109], [-1.455, -0.489, -2.014], [-0.807, -2.668, -2.649], [0.584, -1.496, -2.578], [-1.606, 2.554, 1.280], [-0.783, 1.694, 3.092], [0.119, -0.246, 2.818], [0.446, 2.878, 3.762], [0.142, 4.235, 3.760], [1.053, 5.140, 4.274], [2.265, 4.694, 4.776], [2.564, 3.341, 4.783], [1.651, 2.429, 4.283], [-2.077, 1.596, 4.364], [-2.169, 0.480, 5.186], [-3.172, 0.411, 6.134], [-4.067, 1.460, 6.273], [-3.958, 2.583, 5.468], [-2.969, 2.653, 4.504], [-0.797, 4.579, 3.347], [0.815, 6.192, 4.288], [2.977, 5.402, 5.170], [3.503, 2.994, 5.187], [1.871, 1.368, 4.302], [-1.468, -0.338, 5.072], [-3.252, -0.462, 6.764], [-4.856, 1.397, 7.007], [-4.646, 3.406, 5.589], [-2.900, 3.509, 3.846], [3.036, 2.232, -1.135], [3.370, 1.056, -0.503], [4.746, 0.780, -0.396], [5.159, -0.375, 0.224], [4.192, -1.227, 0.754], [2.868, -0.871, 0.617], [2.445, 0.233, -0.009], [1.866, 2.785, -1.608], [1.980, 4.041, -2.232], [0.868, 4.613, -2.805], [-0.341, 3.924, -2.740], [-0.368, 2.717, -2.077], [0.703, 2.142, -1.516], [3.848, 2.791, -1.365], [5.466, 1.480, -0.796], [6.209, -0.611, 0.301], [4.466, -2.137, 1.262], [2.097, -1.496, 1.048], [2.931, 4.551, -2.243], [0.936, 5.571, -3.295], [-1.238, 4.321, -3.185], [-1.299, 2.172, -1.989]]
}

***

Entry Q
{
  "formula": "C23H21CaCl2N3PSe2",
  "method": "the ωB97M-V functional and the def2-TZVPD basis",
  "e_lumo_ev": -2.6,
  "charge": 1,
  "gap_ev": 7.98,
  "elements": ["Ca", "Cl", "C", "Cl", "H", "H", "Se", "P", "Se", "C", "C", "C", "C", "C", "C", "C", "C", "C", "C", "C", "C", "H", "H", "H", "H", "H", "H", "H", "H", "H", "H", "N", "C", "C", "C", "C", "C", "N", "C", "C", "C", "C", "C", "N", "H", "H", "H", "H", "H", "H", "H", "H", "H"],
  "positions_angstrom": [[-0.442, 0.513, -1.209], [1.612, 0.342, -3.384], [0.643, 0.955, -4.726], [-0.964, 1.373, -4.114], [0.546, 0.182, -5.479], [1.112, 1.844, -5.127], [0.407, -1.981, -0.418], [1.691, -0.755, 0.833], [1.683, 1.361, 0.356], [1.185, -1.042, 2.550], [0.852, 0.011, 3.392], [0.435, -0.255, 4.689], [0.361, -1.563, 5.142], [0.702, -2.614, 4.300], [1.108, -2.359, 3.001], [3.390, -1.361, 0.639], [4.163, -1.823, 1.695], [5.456, -2.265, 1.448], [5.973, -2.244, 0.164], [5.200, -1.775, -0.891], [3.911, -1.335, -0.654], [0.929, 1.031, 3.037], [0.173, 0.562, 5.348], [0.040, -1.768, 6.155], [0.646, -3.635, 4.654], [1.355, -3.173, 2.330], [3.764, -1.829, 2.701], [6.063, -2.628, 2.268], [6.981, -2.593, -0.019], [5.601, -1.752, -1.896], [3.298, -0.973, -1.467], [-3.752, 1.585, -0.781], [-3.695, 0.284, -1.260], [-4.900, -0.433, -1.276], [-4.912, -1.719, -1.757], [-3.726, -2.277, -2.231], [-2.590, -1.510, -2.174], [-2.552, -0.256, -1.685], [-2.863, 2.647, -0.721], [-3.392, 3.886, -0.328], [-2.568, 4.983, -0.273], [-1.224, 4.840, -0.616], [-0.783, 3.591, -0.972], [-1.570, 2.499, -1.017], [-4.684, 1.852, -0.512], [-5.810, 0.032, -0.916], [-5.832, -2.289, -1.768], [-3.690, -3.281, -2.626], [-1.646, -1.912, -2.524], [-4.442, 3.970, -0.081], [-2.960, 5.945, 0.030], [-0.543, 5.677, -0.599], [0.259, 3.436, -1.229]]
}

***

Which of them is the least stable? Correct choice: entry P.

***

Entry P
{
  "formula": "C2H5ClN2S",
  "method": "the ωB97M-V functional and the def2-TZVPD basis",
  "smiles": "[H]/N=C(/CCl)NS",
  "e_lumo_ev": 0.6,
  "gap_ev": 10.24,
  "elements": ["H", "N", "C", "C", "Cl", "N", "S", "H", "H", "H", "H"],
  "positions_angstrom": [[1.546, 1.871, -0.440], [0.529, 1.913, -0.263], [0.065, 0.742, 0.084], [-1.401, 0.753, 0.330], [-2.302, -0.702, -0.162], [0.701, -0.448, 0.224], [2.363, -0.594, 0.045], [-1.562, 0.939, 1.378], [-1.769, 1.610, -0.219], [0.137, -1.260, 0.370], [2.364, -0.944, -1.274]]
}

***

Entry Q
{
  "formula": "C2H5ClN2S",
  "method": "the ωB97M-V functional and the def2-TZVPD basis",
  "smiles": "C1CSN=N1.Cl",
  "e_lumo_ev": 0.7,
  "gap_ev": 9.67,
  "elements": ["C", "C", "S", "N", "N", "H", "H", "H", "H", "Cl", "H"],
  "positions_angstrom": [[1.334, 0.839, -0.264], [0.628, -0.177, 0.661], [-0.152, -1.358, -0.494], [0.430, -0.563, -1.877], [0.993, 0.482, -1.642], [0.806, 1.843, -0.156], [2.375, 0.682, -0.289], [1.304, -0.744, 1.313], [-0.165, 0.331, 1.333], [-3.494, -0.555, 0.159], [-4.059, -0.781, 1.258]]
}

***

Which of them is the least stable? Correct choice: entry Q.

***

Entry P
{
  "formula": "C6H10NO2",
  "method": "the ωB97M-V functional and the def2-TZVPD basis",
  "e_lumo_ev": -5.0,
  "charge": 1,
  "gap_ev": 9.50,
  "elements": ["C", "C", "C", "C", "C", "C", "N", "O", "O", "H", "H", "H", "H", "H", "H", "H", "H", "H", "H"],
  "positions_angstrom": [[2.982, 0.888, -1.052], [2.526, 0.312, 0.105], [-1.685, -0.097, -0.661], [1.092, 0.299, 0.448], [-3.083, -0.549, -0.626], [0.636, -0.717, 1.428], [-1.377, 0.978, -0.164], [-1.749, 1.889, 0.487], [0.343, 1.043, -0.205], [3.999, 0.465, -1.327], [2.554, 1.710, -1.573], [3.023, -0.341, 0.862], [-0.896, -0.745, -0.967], [-3.032, -1.387, 0.199], [-3.363, -0.979, -1.622], [-3.763, 0.228, -0.329], [-0.439, -1.194, 1.276], [0.828, -0.243, 2.382], [1.404, -1.562, 1.340]]
}

***

Entry Q
{
  "formula": "C6H10NO2",
  "method": "the ωB97M-V functional and the def2-TZVPD basis",
  "smiles": "C[NH2+]COc1ccco1",
  "e_lumo_ev": -3.6,
  "charge": 1,
  "gap_ev": 8.08,
  "elements": ["C", "N", "C", "O", "C", "C", "C", "C", "O", "H", "H", "H", "H", "H", "H", "H", "H", "H", "H"],
  "positions_angstrom": [[3.148, 0.375, 0.056], [1.861, -0.151, 0.560], [1.022, -0.661, -0.518], [-0.313, -1.284, 0.257], [-1.410, -0.533, 0.101], [-2.697, -0.888, -0.163], [-3.437, 0.320, -0.130], [-2.549, 1.315, 0.119], [-1.299, 0.812, 0.278], [3.694, -0.410, -0.460], [2.965, 1.188, -0.643], [3.756, 0.745, 0.879], [2.014, -0.919, 1.231], [1.341, 0.587, 1.059], [1.447, -1.527, -1.018], [0.661, 0.110, -1.192], [-3.063, -1.880, -0.322], [-4.490, 0.424, -0.283], [-2.652, 2.377, 0.190]]
}

***

Entry R
{
  "formula": "C6H10NO2",
  "method": "the ωB97M-V functional and the def2-TZVPD basis",
  "e_lumo_ev": -6.1,
  "charge": 1,
  "gap_ev": 8.87,
  "elements": ["C", "C", "C", "C", "C", "C", "N", "O", "O", "H", "H", "H", "H", "H", "H", "H", "H", "H", "H"],
  "positions_angstrom": [[-1.148, -0.491, -1.058], [-1.177, 0.696, -0.201], [0.765, -0.608, 0.510], [0.753, -1.315, -0.781], [0.180, 0.880, 0.490], [0.221, 1.401, 1.975], [-1.662, -0.967, -1.996], [-1.942, -1.482, -2.983], [1.506, -0.755, -1.781], [-1.401, 1.611, -0.729], [-1.940, 0.675, 0.642], [0.192, -1.188, 1.099], [1.884, -0.518, 0.951], [0.496, -2.360, -0.597], [0.848, 1.318, -0.180], [-0.059, 0.744, 2.749], [-0.445, 2.120, 2.023], [1.147, 1.714, 2.202], [1.783, -1.474, -2.334]]
}

***

Which of them is the least stable? Correct choice: entry P.